A cluster of 2 separate species, C5H15N2 in total, computed with ωB97M-V/def2-TZVPD.

Summary:
Multiplicity ... 2
HOMO energy (spin up / spin down) ... -8.10 / -9.00 eV
LUMO level (spin up / spin down) ... 1.01 / 0.17 eV
ΔE to the lowest compared entry with this formula, charge and spin ... 0.0 kcal per mole
Kohn-Sham gap (spin up / spin down) ... 9.11 / 9.17 eV

Structure (XYZ):
```
22
Properties=species:S:1:pos:R:3:forces:R:3
N 2.714 1.245 -0.152 -0.05 -0.19 0.16
C -0.028 -0.009 -0.843 -0.85 -0.59 -0.41
C -1.128 0.630 -0.036 0.52 0.06 0.55
C -0.835 0.532 1.469 -0.01 -0.22 -0.06
C -2.474 -0.034 -0.352 0.24 -0.28 -0.31
C 0.364 -1.452 -0.620 0.30 0.20 0.00
N 1.421 -1.712 0.375 0.02 0.03 -0.02
H 3.530 1.513 -0.683 -0.07 0.10 -0.11
H 1.964 0.935 -0.768 0.29 0.17 0.08
H 2.375 2.045 0.365 0.06 0.09 -0.06
H 0.025 0.321 -1.879 0.18 0.17 0.06
H -1.149 1.693 -0.293 -0.23 -0.02 -0.10
H 0.022 1.147 1.745 0.00 0.00 0.05
H -1.695 0.826 2.068 -0.05 0.20 -0.01
H -0.615 -0.501 1.750 -0.01 -0.01 -0.01
H -2.398 -1.098 -0.118 -0.12 0.01 0.07
H -3.302 0.373 0.227 0.05 0.17 -0.02
H -2.693 0.030 -1.420 -0.14 0.11 0.05
H -0.505 -2.052 -0.332 -0.10 0.09 0.00
H 0.712 -1.857 -1.572 -0.04 -0.11 0.04
H 1.368 -1.024 1.116 0.00 -0.03 0.05
H 2.328 -1.552 -0.045 0.01 0.07 -0.01
```
Positions in Å, forces in eV/Å.


A structure of composition C21H18BrF4INaPTe, computed with ωB97M-V/def2-TZVPD.

Summary:
HOMO energy ... -6.67 eV
LUMO level ... -0.32 eV
ΔE to the lowest compared entry with this formula, charge and spin ... 12.2 kcal per mole
Kohn-Sham gap ... 6.35 eV

Structure (XYZ):
```
48
Properties=species:S:1:pos:R:3:forces:R:3
Na 0.419 -0.533 -0.354 -0.14 -0.10 -0.05
F -5.540 4.586 0.526 0.27 -0.20 -0.19
C -4.567 3.853 -0.015 0.17 -0.12 -0.15
C -4.433 3.766 -1.402 -0.14 0.10 0.21
F -5.273 4.438 -2.196 0.15 -0.20 0.20
C -3.429 2.979 -1.946 0.22 -0.12 0.15
F -3.358 2.885 -3.277 -0.21 0.20 0.15
C -2.503 2.297 -1.156 -0.41 0.15 0.32
P -1.168 1.258 -1.869 -0.13 0.60 -0.43
C -0.306 2.545 -2.848 0.04 -0.17 -0.04
C -0.618 2.927 -4.151 0.09 0.06 0.10
C 0.137 3.903 -4.779 -0.02 0.04 -0.08
C 1.202 4.501 -4.127 0.05 -0.03 0.07
C 1.519 4.122 -2.831 0.11 0.20 -0.03
C 0.770 3.148 -2.200 -0.09 -0.15 0.08
C -2.090 0.294 -3.094 0.17 -0.29 0.11
C -3.365 -0.192 -2.821 0.10 0.14 0.01
C -3.956 -1.095 -3.684 -0.14 -0.03 -0.02
C -3.288 -1.517 -4.820 0.06 -0.05 -0.05
C -2.014 -1.043 -5.090 0.00 -0.04 -0.07
C -1.406 -0.158 -4.219 -0.02 0.09 0.08
C -2.637 2.425 0.231 -0.06 0.04 -0.41
Br -1.404 1.602 1.386 -0.02 -0.08 0.39
C -3.664 3.169 0.794 0.02 0.00 -0.01
F -3.790 3.236 2.120 -0.11 0.16 -0.16
H -1.442 2.470 -4.676 -0.03 -0.04 0.00
H -0.114 4.200 -5.786 -0.01 0.02 -0.11
H 1.792 5.253 -4.629 0.04 0.08 -0.04
H 2.349 4.583 -2.316 0.05 0.02 0.01
H 1.017 2.842 -1.186 0.02 0.05 -0.06
H -3.894 0.127 -1.931 0.01 -0.03 -0.01
H -4.943 -1.476 -3.465 -0.08 -0.03 0.02
H -3.747 -2.233 -5.484 -0.08 -0.03 -0.09
H -1.490 -1.365 -5.977 0.06 -0.08 -0.08
H -0.398 0.192 -4.408 -0.03 -0.05 -0.07
I -1.545 -3.243 1.236 -0.27 -0.05 -0.09
C -1.454 -1.931 -0.512 0.11 0.12 0.05
H -2.294 -1.243 -0.343 -0.06 -0.12 0.14
H -1.770 -2.581 -1.329 0.03 -0.14 0.02
C 2.204 -2.415 4.088 -0.08 0.12 -0.28
Te 1.590 -1.718 2.140 0.55 0.02 0.40
C 3.251 -0.362 1.891 0.01 -0.13 0.11
H 2.448 -1.556 4.704 -0.05 0.11 0.02
H 3.063 -3.074 4.015 0.01 -0.01 -0.16
H 1.369 -2.951 4.524 -0.12 -0.03 -0.01
H 4.201 -0.876 1.805 0.04 -0.16 -0.09
H 3.313 0.334 2.719 -0.12 0.15 0.12
H 3.071 0.200 0.975 0.04 0.05 -0.02
```
Positions in Å, forces in eV/Å.


A structure of composition C38H32BN8O3PtS, computed with ωB97M-V/def2-TZVPD.

Summary:
Multiplicity ... 3
HOMO energy (spin up / spin down) ... -8.12 / -9.82 eV
LUMO level (spin up / spin down) ... -3.01 / -3.19 eV
Charge ... +1
Kohn-Sham gap (spin up / spin down) ... 5.12 / 6.63 eV

Structure (XYZ):
```
84
Properties=species:S:1:pos:R:3:forces:R:3
Pt 1.788 1.572 -1.027 0.12 -0.01 -0.32
S 7.213 7.052 -0.938 0.06 0.06 0.02
N 7.362 5.450 -0.999 0.18 -0.03 -0.02
C 6.142 4.952 -1.047 -0.35 0.39 0.02
C 5.799 3.552 -1.093 -0.29 -0.22 -0.04
C 6.758 2.546 -1.066 0.00 -0.08 0.01
C 6.335 1.233 -1.074 0.05 0.12 -0.01
C 4.975 0.973 -1.120 0.08 -0.08 -0.02
N 4.042 1.916 -1.175 -0.16 0.12 0.02
C 4.434 3.207 -1.153 0.56 -0.35 0.00
C 3.403 4.223 -1.142 -0.34 0.56 0.00
N 2.117 3.811 -1.172 0.19 -0.14 0.02
C 1.165 4.730 -1.066 -0.13 0.04 0.02
C 1.407 6.092 -0.991 0.15 0.08 0.00
C 2.713 6.535 -1.002 -0.09 -0.01 0.02
C 3.731 5.590 -1.059 -0.22 -0.29 -0.03
C 5.127 5.952 -1.026 0.39 -0.35 0.00
N 5.608 7.178 -0.962 -0.03 0.18 -0.02
H 7.806 2.809 -1.028 -0.01 0.01 0.00
H 7.039 0.414 -1.045 -0.01 -0.01 0.01
H 4.635 -0.048 -1.106 -0.03 0.04 0.00
H 0.150 4.374 -1.029 0.02 -0.06 0.03
H 0.580 6.785 -0.928 -0.02 -0.02 0.01
H 2.963 7.586 -0.949 0.01 0.00 0.00
C -7.021 -9.120 -0.710 0.05 -0.03 0.00
O -7.382 -7.751 -0.804 -0.05 0.02 0.00
C -6.396 -6.835 -0.863 0.17 0.08 -0.01
C -6.797 -5.501 -0.954 -0.14 0.01 0.00
C -5.858 -4.496 -1.015 0.14 0.01 0.00
C -4.491 -4.786 -0.989 -0.17 -0.22 0.02
C -4.100 -6.120 -0.902 0.02 0.22 -0.01
C -5.034 -7.137 -0.840 -0.05 -0.17 0.01
C -3.468 -3.752 -1.052 0.25 0.22 -0.05
N -2.170 -3.967 -1.053 0.02 -0.22 0.03
C -1.590 -2.736 -1.131 -0.43 0.42 -0.02
C -2.550 -1.744 -1.177 0.40 -0.35 0.01
N -3.746 -2.410 -1.127 -0.14 -0.05 0.04
C -2.234 -0.363 -1.265 0.04 0.13 0.02
C -3.188 0.661 -1.290 0.15 0.07 -0.03
C -2.759 1.960 -1.412 -0.14 -0.15 0.03
C -1.393 2.210 -1.501 -0.01 0.14 -0.08
N -0.465 1.269 -1.448 0.15 -0.10 0.09
C -0.861 -0.019 -1.327 -0.42 0.14 -0.02
C 0.153 -1.040 -1.269 0.18 -0.43 0.02
N 1.450 -0.654 -1.313 -0.05 0.14 -0.01
C 2.378 -1.594 -1.257 0.12 0.00 0.00
C 2.109 -2.956 -1.162 -0.16 -0.13 0.02
C 0.801 -3.371 -1.116 0.12 0.08 -0.01
C -0.203 -2.402 -1.170 0.06 0.14 0.00
H -7.953 -9.675 -0.672 -0.01 0.01 0.00
H -6.444 -9.315 0.197 -0.02 0.01 0.00
H -6.445 -9.438 -1.582 -0.01 0.02 0.00
H -7.855 -5.277 -0.976 0.01 -0.02 0.00
H -6.207 -3.472 -1.087 -0.03 -0.01 0.00
H -3.043 -6.349 -0.885 0.00 -0.03 0.00
H -4.693 -8.159 -0.775 -0.02 0.01 0.00
H -4.662 -2.001 -1.149 -0.06 -0.01 0.00
H -4.243 0.429 -1.225 -0.01 0.02 0.00
H -3.462 2.780 -1.441 0.04 0.02 -0.04
H -1.062 3.224 -1.652 0.08 -0.02 0.01
H 3.405 -1.272 -1.298 -0.05 0.04 -0.02
H 2.926 -3.662 -1.126 0.02 0.02 -0.01
H 0.520 -4.413 -1.043 0.02 0.00 0.01
C 2.197 0.750 3.919 -0.06 -0.02 -0.17
C 0.924 0.758 3.080 0.08 0.10 0.18
C -0.067 -0.261 3.611 0.06 0.03 -0.08
O 1.306 0.379 1.728 -0.09 -0.21 0.17
B 1.441 1.527 0.998 -0.12 0.06 -0.17
O 1.055 2.650 1.687 -0.05 0.15 0.27
C 0.346 2.194 2.873 -0.18 -0.12 0.04
C 0.595 3.163 4.011 0.04 -0.02 -0.12
C -1.137 2.177 2.501 0.20 0.04 -0.07
H 2.655 -0.237 3.843 0.01 0.01 0.03
H 1.988 0.958 4.969 0.01 0.01 0.00
H 2.906 1.487 3.540 0.03 -0.01 0.06
H 0.438 -1.219 3.735 -0.03 -0.01 0.02
H -0.900 -0.402 2.924 0.00 0.00 0.03
H -0.455 0.052 4.581 0.00 -0.01 0.01
H 1.658 3.281 4.210 -0.02 0.02 0.01
H 0.100 2.819 4.920 0.00 0.00 0.01
H 0.185 4.137 3.742 -0.01 0.01 0.04
H -1.320 1.443 1.713 -0.07 0.01 0.00
H -1.403 3.163 2.117 -0.04 0.00 0.04
H -1.770 1.950 3.358 0.00 -0.03 -0.01
```
Positions in Å, forces in eV/Å.


Calculated F_max in order - 1.1, 0.8, 0.7 eV/Å